1.
This record from the OMol25 dataset describes C32H53BiNP2 as an isolated structure at a distorted geometry. The level of theory is ωB97M-V/def2-TZVPD.

Last column: Mulliken charge in e.
Geometry (Å):
Bi1 0.99 1.05 -0.49  0.86
C1 -3.36 0.78 1.48  0.28
C2 -3.80 0.58 0.14  0.76
C3 -3.84 -1.44 1.23  0.78
C4 -3.39 -0.46 2.16  0.47
C5 -4.07 -0.81 0.00  0.55
C6 -3.01 2.05 2.12  -1.66
H1 -2.64 2.77 1.39  0.62
H2 -2.23 1.92 2.88  0.37
H3 -3.86 2.57 2.58  0.36
C7 -3.06 -0.72 3.57  -1.17
H4 -3.01 0.18 4.16  0.46
H5 -2.12 -1.26 3.69  0.00
H6 -3.80 -1.34 4.07  0.38
C8 -3.99 -2.89 1.53  -1.64
H7 -4.13 -3.06 2.61  0.36
H8 -3.14 -3.51 1.24  0.17
H9 -4.90 -3.32 1.08  0.45
C9 -4.54 -1.51 -1.20  -1.75
H10 -5.60 -1.78 -1.14  0.34
H11 -3.99 -2.43 -1.41  0.35
H12 -4.48 -0.85 -2.06  0.42
C10 -4.03 1.60 -0.90  -1.53
H13 -5.10 1.78 -1.03  0.33
H14 -3.62 1.24 -1.84  0.33
H15 -3.55 2.53 -0.61  0.37
C11 2.81 2.02 -1.33  1.13
C12 2.21 3.39 -1.09  -1.18
C13 1.22 4.14 -2.01  -0.86
C14 0.63 3.37 -3.17  -1.42
C15 0.39 1.88 -2.92  -1.17
C16 1.18 0.99 -3.65  0.44
C17 2.65 1.07 -3.80  -0.31
C18 3.27 2.06 -2.80  -1.90
H16 1.72 5.03 -2.36  0.38
H17 1.35 3.44 -4.02  0.40
H18 0.37 4.57 -1.43  0.44
H19 3.21 3.08 -3.25  0.29
H20 3.79 1.93 -0.69  0.51
H21 3.13 4.04 -0.86  0.83
H22 4.32 1.81 -2.82  0.75
H23 3.05 0.02 -3.71  -0.13
H24 0.73 0.27 -4.41  0.75
H25 2.93 1.36 -4.87  0.38
H26 -0.32 3.85 -3.39  0.44
H27 -0.66 1.73 -2.68  0.92
P1 1.20 3.76 0.46  -0.33
C19 2.32 3.14 1.75  -0.87
C20 -0.80 3.38 -0.01  -1.38
P2 1.02 -2.58 -2.58  0.17
C21 1.61 -1.11 -1.72  -0.46
C22 -0.47 -1.82 -3.52  -0.69
C23 2.52 -2.81 -3.55  -0.94
H28 2.68 2.11 1.76  0.24
H29 1.89 3.25 2.74  0.42
H30 3.19 3.78 1.74  0.39
H31 -1.16 3.03 -1.00  0.45
H32 -1.26 4.41 0.14  0.50
H33 -1.16 2.69 0.75  0.24
H34 2.86 -1.85 -3.97  0.16
H35 2.49 -3.58 -4.32  0.44
H36 3.24 -3.27 -2.86  0.35
H37 2.67 -1.26 -1.51  0.64
H38 1.43 -0.10 -2.15  -0.49
H39 -1.43 -2.26 -3.22  0.32
H40 -0.34 -2.05 -4.60  0.37
H41 -0.57 -0.74 -3.24  -0.09
C24 0.55 -1.77 4.30  -1.10
N1 -0.26 -2.47 3.32  0.38
C25 -0.75 -3.76 3.78  -1.02
C26 0.12 -2.27 1.90  -0.62
C27 1.61 -1.91 1.69  0.95
C28 2.54 -2.92 2.11  -0.60
C29 3.91 -2.62 2.19  -0.73
C30 4.32 -1.39 1.66  -1.08
C31 3.41 -0.41 1.17  0.22
C32 2.03 -0.65 1.21  0.08
H42 -0.04 -1.70 5.24  0.40
H43 0.82 -0.75 3.97  0.26
H44 1.48 -2.33 4.54  0.38
H45 -1.55 -4.11 3.10  0.25
H46 0.04 -4.53 3.83  0.28
H47 -1.19 -3.68 4.80  0.35
H48 -0.15 -3.17 1.33  0.57
H49 -0.54 -1.50 1.44  -0.59
H50 2.20 -3.90 2.47  0.37
H51 4.64 -3.37 2.58  0.36
H52 5.39 -1.15 1.64  0.42
H53 3.79 0.51 0.65  0.07

Values from the calculation:
HOMO-LUMO gap (alpha / beta) (eV): 4.33 / 5.47
Relative energy (zero: lowest compared OMol25 entry of this formula, charge and spin) (kcal/mol): 80.83
Total charge: +1
E_HOMO (alpha / beta) (eV): -9.194 / -9.103

2.
This record from the OMol25 dataset describes C13H8AuF5N4O4 as an isolated structure at a distorted geometry. The level of theory is ωB97M-V/def2-TZVPD.

Last column: Mulliken charge in e.
Geometry (Å):
Au1 -1.37 0.00 -0.83  1.14
O1 -1.32 -3.45 1.41  -0.65
C1 -1.40 -2.35 0.93  -0.18
O2 -1.40 -2.06 -0.35  -0.64
C2 -1.49 -1.15 1.85  0.83
C3 -1.54 -1.19 3.23  -0.55
C4 -1.58 0.02 3.92  -0.19
C5 -1.54 1.23 3.22  -0.57
C6 -1.49 1.18 1.85  0.73
N1 -1.48 0.02 1.22  -0.19
C7 -1.38 2.37 0.92  0.15
O3 -1.26 3.48 1.39  -0.64
O4 -1.39 2.08 -0.36  -0.72
H1 -1.55 -2.15 3.72  0.52
H2 -1.63 0.03 5.00  0.44
H3 -1.55 2.19 3.71  0.52
F1 -0.13 0.48 -3.28  -0.25
C8 -1.31 -0.02 -2.86  0.65
F2 -2.29 0.75 -3.37  -0.26
C9 -1.46 -1.45 -3.42  0.50
F3 -1.46 -1.42 -4.75  -0.27
F4 -2.60 -1.99 -3.00  -0.23
F5 -0.44 -2.20 -3.02  -0.20
N2 3.85 2.31 -0.47  -0.40
C10 3.16 1.14 -0.55  0.46
C11 1.75 1.11 -0.53  -0.33
N3 1.10 -0.04 -0.60  0.15
C12 1.79 -1.18 -0.69  -0.38
C13 3.17 -1.13 -0.70  -0.43
N4 3.85 0.01 -0.64  -0.64
H4 3.37 3.19 -0.46  0.20
H5 4.85 2.28 -0.51  0.24
H6 1.16 2.02 -0.47  0.34
H7 1.23 -2.10 -0.74  0.49
H8 3.76 -2.04 -0.77  0.36

Values from the calculation:
HOMO-LUMO gap (eV): 7.27
Relative energy (zero: lowest compared OMol25 entry of this formula, charge and spin) (kcal/mol): 0.00
E_HOMO (eV): -9.094

3.
This record from the OMol25 dataset describes a 2-piece molecular cluster, C26H32N2O2 overall at a distorted geometry. The level of theory is ωB97M-V/def2-TZVPD.

Last column: Mulliken charge in e.
Geometry (Å):
C1 3.52 -1.69 -0.68  -1.13
C2 2.11 -2.23 -0.88  0.73
C3 1.17 -2.03 0.24  -0.37
C4 0.20 -3.12 0.47  0.87
C5 -0.14 -3.42 1.93  -1.17
O1 -0.42 -3.71 -0.43  -0.62
O2 1.81 -2.74 -1.99  -0.64
H1 3.78 -1.52 0.37  0.36
H2 4.21 -2.43 -1.12  0.35
H3 3.65 -0.74 -1.25  0.06
H4 1.55 -1.49 1.12  0.51
H5 0.58 -3.01 2.65  0.32
H6 -1.16 -3.06 2.19  0.09
H7 -0.15 -4.52 2.03  0.41
C6 3.87 4.31 -1.15  -1.24
N1 3.47 3.31 -2.12  0.04
C7 4.45 3.14 -3.19  -0.78
C8 3.92 2.32 -4.35  -0.86
C9 3.21 1.05 -3.86  -0.51
C10 2.27 1.31 -2.75  0.64
C11 2.40 2.51 -1.97  0.85
C12 1.42 2.77 -0.98  -1.32
C13 0.48 1.80 -0.64  -0.66
C14 0.53 0.50 -1.23  0.25
C15 -0.20 -0.63 -0.73  -0.96
C16 -1.21 -0.52 0.28  0.92
C17 -2.39 -1.30 0.20  -0.73
C18 -3.39 -1.25 1.15  0.80
C19 -3.21 -0.40 2.29  0.94
N2 -4.18 -0.34 3.25  0.03
C20 -3.99 0.45 4.44  -1.23
C21 -5.33 -1.21 3.29  -0.62
C22 -5.77 -1.64 1.89  -0.84
C23 -4.58 -2.12 1.05  -0.76
C24 -2.01 0.33 2.42  -1.43
C25 -1.02 0.25 1.46  -1.32
C26 1.34 0.37 -2.38  -1.48
H8 3.40 4.12 -0.18  0.47
H9 4.96 4.28 -1.02  0.36
H10 3.60 5.32 -1.48  0.30
H11 4.77 4.14 -3.53  0.46
H12 5.36 2.65 -2.76  0.38
H13 3.20 2.92 -4.92  0.33
H14 4.76 2.07 -5.01  0.37
H15 2.67 0.60 -4.70  0.42
H16 3.97 0.31 -3.55  0.25
H17 1.42 3.73 -0.46  0.50
H18 -0.31 2.07 0.05  0.86
H19 -0.19 -1.50 -1.36  1.08
H20 -2.54 -1.92 -0.69  0.31
H21 -3.61 1.44 4.19  0.40
H22 -4.98 0.56 4.93  0.32
H23 -3.30 -0.03 5.16  0.34
H24 -5.11 -2.12 3.90  0.27
H25 -6.13 -0.67 3.80  0.42
H26 -6.53 -2.43 1.99  0.36
H27 -6.25 -0.78 1.40  0.32
H28 -4.90 -2.20 0.00  0.39
H29 -4.32 -3.14 1.38  0.26
H30 -1.85 0.96 3.31  0.23
H31 -0.10 0.82 1.59  0.76
H32 1.20 -0.50 -3.04  0.34

Values from the calculation:
HOMO-LUMO gap (eV): 6.67
Relative energy (zero: lowest compared OMol25 entry of this formula, charge and spin) (kcal/mol): 87.70
E_HOMO (eV): -6.930

4.
This record from the OMol25 dataset describes one molecule with the formula C5H6N2O3 at a distorted geometry. The level of theory is ωB97M-V/def2-TZVPD.

Last column: Mulliken charge in e.
Geometry (Å):
C1 0.62 1.27 -0.36  0.05
C2 2.55 0.05 -0.02  0.69
C3 -0.23 0.00 -0.05  1.36
C4 -0.72 -0.06 1.47  -1.57
C5 -1.39 -0.12 -0.99  -1.37
N1 1.93 1.05 -0.11  -0.35
N2 0.70 -1.09 -0.21  0.00
O1 0.16 2.32 -0.67  -0.51
O2 3.47 -0.64 0.05  -0.40
O3 0.37 -2.06 -0.84  -0.38
H1 -1.65 -0.63 1.32  0.37
H2 -1.02 0.91 1.68  0.40
H3 0.00 -0.52 2.00  0.52
H4 -1.91 -1.03 -0.64  0.35
H5 -0.86 -0.21 -1.88  0.52
H6 -2.02 0.75 -0.76  0.32

Values from the calculation:
HOMO-LUMO gap (alpha / beta) (eV): 8.95 / 8.95
Relative energy (zero: lowest compared OMol25 entry of this formula, charge and spin) (kcal/mol): 77.72
E_HOMO (alpha / beta) (eV): -10.009 / -10.008
SMILES string: CC(C)(N=O)C(=O)N=C=O

> Which of these has the highest relative energy (zero: lowest compared OMol25 entry of this formula, charge and spin)?

C26H32N2O2